No. 1
Below is a molecular structure, C39H59BN12O3PS3Sc at a distorted geometry, with properties calculated with wB97M-V/def2-TZVPD.

The geometry in XYZ format:
```
119
Properties=species:S:1:pos:R:3:lowdin_charge:R:1
Sc 0.0886 -1.1758 -0.8527 0.89
C -1.6360 -4.6100 0.8846 -0.01
C -0.1978 -4.6371 0.3304 -0.34
C 0.5457 -5.7925 0.2576 -0.01
C 1.7718 -5.4108 -0.2757 -0.26
C 2.8483 -6.4076 -0.7549 -0.01
N 1.6931 -4.1187 -0.6132 0.03
N 0.4651 -3.6356 -0.2003 0.04
B 2.8046 -3.1918 -1.1782 -0.45
N 3.0161 -1.8669 -0.3215 0.03
N 2.2488 -0.7096 -0.4987 0.04
C 2.9233 0.2034 0.2025 -0.33
C 2.4373 1.6208 0.2155 -0.01
C 4.1032 -0.2500 0.7689 0.03
C 4.1058 -1.6069 0.4798 -0.28
C 4.9175 -2.7072 1.0268 -0.02
N 2.1809 -2.7910 -2.5746 0.05
N 0.8397 -2.5264 -2.7170 -0.02
C 0.6131 -2.3103 -4.0226 -0.33
C -0.6931 -1.9427 -4.6439 -0.03
C 1.8133 -2.3896 -4.7233 0.02
C 2.8085 -2.6993 -3.7884 -0.23
C 4.2267 -2.9379 -4.1159 -0.01
H -1.6497 -4.4782 1.9755 0.09
H -2.0218 -5.5889 0.7361 0.06
H -2.1843 -3.8104 0.4147 0.02
H 0.1736 -6.7743 0.5668 0.12
H 2.6607 -7.3794 -0.2763 0.08
H 3.7690 -6.0631 -0.3161 0.06
H 3.0048 -6.4617 -1.8508 0.09
H 3.8576 -3.7002 -1.3009 0.11
H 1.6515 1.7305 -0.6065 0.10
H 3.2301 2.3521 0.0408 0.09
H 2.0147 1.9794 1.1236 0.05
H 4.9169 0.2682 1.2632 0.12
H 5.4091 -2.3227 1.9299 0.09
H 5.6335 -3.0433 0.2675 0.09
H 4.3263 -3.6038 1.3041 0.09
H -1.3616 -2.7976 -4.6728 0.05
H -0.5930 -1.4887 -5.6685 0.11
H -1.3224 -1.3313 -3.9910 0.04
H 2.0355 -2.2405 -5.7427 0.10
H 4.7300 -3.2525 -3.2255 0.06
H 4.6893 -2.0210 -4.4556 0.09
H 4.3250 -3.5908 -4.9764 0.09
O 0.2322 0.1044 -2.3157 -0.24
C -0.3374 1.1514 -2.9338 -0.29
C -0.1611 1.4742 -4.2674 -0.02
C -0.6798 2.6554 -4.7635 -0.11
C -1.4292 3.4928 -4.0159 -0.07
C -1.5096 3.2090 -2.6079 -0.01
C -1.0614 2.0569 -2.0649 -0.07
C -1.0573 1.8456 -0.5925 -0.25
N -0.5020 0.8123 0.0547 0.01
C -0.5521 1.2030 1.4170 -0.12
C -1.2057 2.3890 1.5324 -0.09
N -1.4499 2.7800 0.2661 0.09
H 0.4062 0.7852 -4.8641 0.10
H -0.4543 2.8158 -5.7959 0.10
H -1.6947 4.4393 -4.3889 0.09
H -2.0350 3.9870 -2.0445 0.11
H -0.0530 0.6660 2.1929 0.09
H -1.2967 3.0107 2.4549 0.12
H -1.8015 3.7506 0.1019 -0.01
C -3.8250 -1.1923 3.3494 0.00
C -2.4597 -1.4989 2.8642 -0.30
C -1.2525 -1.5562 3.5030 0.01
C -0.2950 -1.7518 2.5078 -0.38
N -0.8873 -1.7138 1.3363 -0.03
N -2.1780 -1.6384 1.5655 0.01
C 1.1708 -1.9515 2.6583 -0.01
H -4.3617 -0.8256 2.4874 0.08
H -3.7348 -0.4423 4.0974 0.08
H -4.2740 -2.0844 3.8208 0.09
H -1.0159 -1.5170 4.5544 0.12
H -2.8549 -1.6810 0.7991 0.07
H 1.5641 -2.7746 2.0266 0.07
H 1.3294 -2.2143 3.7952 0.13
H 1.7454 -1.0624 2.4248 0.06
C -5.0006 -3.5914 -2.0899 -0.02
N -3.6627 -4.0132 -2.4987 -0.13
C -3.3510 -5.3845 -2.8393 -0.09
C -1.9173 -5.2204 -3.3911 -0.09
N -1.5470 -4.0794 -2.5810 0.04
C -2.5726 -3.3491 -2.2711 -0.73
S -2.4650 -1.7665 -1.5113 0.75
H -4.9329 -2.5223 -1.9491 0.05
H -5.3313 -3.9920 -1.1519 0.09
H -5.6745 -3.9301 -2.8722 0.10
H -4.0820 -5.7677 -3.5630 0.13
H -3.3228 -6.0268 -1.9929 0.11
H -1.8584 -4.9766 -4.4401 0.11
H -1.2254 -6.0696 -3.2053 0.14
H -0.5812 -3.7525 -2.5878 0.09
C 1.6279 4.1674 4.1055 -0.11
C 0.7442 5.3415 4.2945 -0.53
C 0.2355 5.5275 5.7352 -0.03
O -0.4339 5.1632 3.4688 -0.35
P -0.3704 5.9966 2.0812 -0.16
S 1.3307 5.5580 1.2453 0.25
S -2.0787 5.6598 1.0452 0.26
O -0.3405 7.5169 2.5951 -0.36
C -1.4809 8.4339 2.5779 -0.46
C -1.3206 9.2135 1.3103 -0.08
C -1.2263 9.4286 3.7554 -0.05
H 2.7017 4.2679 4.4776 0.11
H 1.5382 3.8805 3.0597 -0.01
H 1.2459 3.3529 4.7592 0.08
H 1.2945 6.1468 3.8862 0.08
H -0.3212 4.6356 6.0493 0.08
H -0.4735 6.3663 5.7205 0.08
H 1.0673 5.6711 6.3816 0.06
H -2.3855 7.7865 2.6839 0.10
H -0.3429 9.7897 1.3952 0.11
H -2.1558 9.8728 1.0855 0.08
H -1.2391 8.5441 0.4698 0.05
H -0.1229 9.5841 3.8829 0.10
H -1.4848 8.9690 4.6854 0.05
H -1.7323 10.3553 3.6140 0.06
```

Results
2S+1: 1
Highest occupied orbital energy: -6.441 eV
DFT total energy: -128605.00863 eV
Energy relative to the best compared isomer or geometry (same formula, charge and spin): 251.4 kJ/mol

No. 2
Below is a molecular structure, C39H59ClMnN2O3Sb at a distorted geometry, with properties calculated with wB97M-V/def2-TZVPD.

The geometry in XYZ format:
```
106
Properties=species:S:1:pos:R:3:lowdin_charge:R:1
Mn 0.5176 0.1014 0.3329 0.96
C 1.0924 0.5001 7.2056 -0.02
C -0.1156 1.1231 6.4875 -0.55
C -1.4135 0.4616 6.9810 -0.02
C -0.1637 2.6168 6.8012 -0.05
C 0.0112 0.8551 4.9971 -0.11
C 0.1332 -0.4561 4.5267 0.03
C 0.2557 -0.6995 3.1795 -0.06
N 0.2444 0.3020 2.2881 -0.01
C 0.1446 1.5792 2.7049 -0.19
C 0.0160 1.8763 4.0444 0.08
C 0.2254 2.5948 1.6211 -0.20
C 0.2241 3.9520 1.8196 0.07
C 0.3297 4.8319 0.7317 -0.10
C 0.4736 4.2645 -0.5311 0.05
C 0.4844 2.8907 -0.6731 -0.07
N 0.3325 2.0787 0.3760 -0.01
C 0.3003 6.3333 0.9694 -0.55
C -1.0080 6.6886 1.6938 -0.03
C 0.3727 7.1180 -0.3391 -0.05
C 1.5025 6.7070 1.8514 -0.02
H 1.0177 0.7065 8.2733 0.10
H 2.0323 0.9223 6.8454 0.10
H 1.1339 -0.5827 7.0830 0.08
H -1.5256 0.6401 8.0507 0.10
H -1.4072 -0.6182 6.8246 0.09
H -2.2882 0.8771 6.4759 0.09
H -0.2384 2.7515 7.8797 0.10
H -1.0344 3.1040 6.3549 0.09
H 0.7402 3.1356 6.4727 0.10
H 0.1370 -1.2959 5.2069 0.13
H 0.3547 -1.7019 2.7827 0.13
H -0.0697 2.9062 4.3544 0.11
H 0.1495 4.3462 2.8229 0.12
H 0.5814 4.8762 -1.4141 0.12
H 0.6083 2.4174 -1.6391 0.13
H -1.8810 6.3864 1.1114 0.10
H -1.0573 7.7683 1.8361 0.10
H -1.0751 6.2243 2.6793 0.08
H -0.4716 6.8985 -0.9964 0.10
H 1.2999 6.9268 -0.8834 0.09
H 0.3439 8.1842 -0.1168 0.10
H 1.4584 6.2263 2.8305 0.08
H 1.5102 7.7851 2.0134 0.10
H 2.4455 6.4320 1.3754 0.10
C 6.1739 -1.5364 -1.3780 -0.03
C 6.0485 -0.3229 -0.4835 -0.18
C 7.2027 0.1316 0.1641 -0.05
C 7.2167 1.2930 0.9081 -0.66
Cl 8.6804 1.7988 1.6879 0.70
C 6.0774 2.0729 1.0185 -0.09
C 4.9188 1.6303 0.4101 -0.01
C 4.9056 0.4417 -0.3015 -0.20
O 3.6267 0.1389 -0.8010 -0.05
C 3.2840 -1.1789 -1.1909 -0.08
C 1.8170 -1.1154 -0.8802 -0.48
O 1.0260 -0.3005 -1.4807 -0.02
O 1.3167 -1.6550 0.1782 -0.03
H 7.2211 -1.6848 -1.6313 0.09
H 5.6404 -1.4140 -2.3195 0.08
H 5.8316 -2.4558 -0.9001 0.09
H 8.1175 -0.4375 0.0600 0.12
H 6.1020 3.0057 1.5640 0.11
H 4.0056 2.2107 0.4709 0.11
H 3.7457 -1.9399 -0.5647 0.14
H 3.4653 -1.3847 -2.2462 0.15
C -4.7400 0.5755 -2.1112 -0.09
C -3.2393 0.7260 -1.8525 -0.69
C -2.8450 2.1931 -2.0101 -0.11
C -2.4303 -0.1465 -2.8101 -0.11
Sb -2.6461 0.0945 0.1540 1.68
C -3.8115 1.1221 1.6877 -0.69
C -3.3935 2.5918 1.6523 -0.11
C -3.4600 0.5327 3.0539 -0.11
C -5.3056 0.9755 1.4041 -0.09
C -3.0209 -2.0722 0.2640 -0.69
C -1.8408 -2.7678 -0.4101 -0.12
C -4.3240 -2.4506 -0.4404 -0.10
C -3.0885 -2.4892 1.7300 -0.11
H -4.9287 0.7907 -3.1690 0.10
H -5.3285 1.2861 -1.5345 0.07
H -5.1184 -0.4229 -1.9165 0.06
H -3.0564 2.5089 -3.0374 0.10
H -1.7814 2.3570 -1.8323 0.05
H -3.4116 2.8500 -1.3515 0.07
H -2.5541 0.2411 -3.8268 0.10
H -2.7769 -1.1790 -2.8182 0.07
H -1.3600 -0.1430 -2.5883 0.06
H -2.3332 2.7228 1.8691 0.05
H -3.9544 3.1368 2.4198 0.10
H -3.6088 3.0697 0.6975 0.07
H -2.3816 0.4637 3.2195 0.05
H -3.8936 -0.4489 3.2145 0.06
H -3.8674 1.1942 3.8276 0.10
H -5.6093 1.5099 0.5067 0.07
H -5.8686 1.4047 2.2406 0.10
H -5.6159 -0.0664 1.3107 0.08
H -1.7982 -2.5863 -1.4833 0.07
H -1.9439 -3.8481 -0.2613 0.10
H -0.8828 -2.4820 0.0205 0.04
H -4.2815 -2.2688 -1.5125 0.07
H -5.1924 -1.9337 -0.0298 0.08
H -4.4969 -3.5244 -0.3078 0.10
H -2.2399 -2.1282 2.3181 0.06
H -3.0806 -3.5829 1.7815 0.10
H -4.0072 -2.1555 2.2086 0.07
```

Results
Charge: +2
2S+1: 5
Highest occupied orbital energy (spin up / spin down): -12.765 / -12.767 eV
DFT total energy: -100891.15913 eV
⟨S²⟩: 6.050
Energy relative to the best compared isomer or geometry (same formula, charge and spin): 0.0 kJ/mol

No. 3
Below is a molecular structure, C39H59GeO7PtSSi2 at a distorted geometry, with properties calculated with wB97M-V/def2-TZVPD.

The geometry in XYZ format:
```
110
Properties=species:S:1:pos:R:3:lowdin_charge:R:1
Pt 1.0995 0.4368 -0.5660 1.20
C 4.2535 3.6552 -3.8495 -0.10
C 3.7652 2.3290 -3.8482 -0.09
C 2.9702 1.8873 -2.8298 -0.06
C 2.6156 2.7391 -1.7492 -0.19
C 1.8432 2.2786 -0.6372 -0.26
C 1.5198 3.1694 0.3503 -0.11
C 1.9170 4.5216 0.2888 -0.08
C 2.6839 4.9725 -0.7456 -0.05
C 3.0649 4.0870 -1.7821 -0.18
C 3.8967 4.5118 -2.8491 -0.05
H 4.9050 3.9878 -4.6485 0.09
H 4.0259 1.6607 -4.6602 0.10
H 2.6067 0.8664 -2.8253 0.07
H 0.9275 2.8290 1.1872 0.07
H 1.6125 5.2009 1.0776 0.10
H 3.0104 6.0059 -0.7862 0.10
H 4.2501 5.5375 -2.8526 0.10
C 5.1367 1.6027 0.0793 -0.17
Si 4.3911 -0.1295 0.0954 0.44
C 4.7318 -1.0031 -1.5267 -0.17
C 5.3458 -1.1129 1.3947 -0.18
C 2.6155 -0.1153 0.6957 -0.32
H 6.1498 1.5987 0.4905 0.02
H 4.5308 2.2919 0.6746 0.03
H 5.1874 2.0083 -0.9341 0.02
H 5.7846 -1.2920 -1.5837 0.03
H 4.5020 -0.3748 -2.3882 0.01
H 4.1230 -1.9069 -1.6131 0.00
H 6.4127 -1.1409 1.1525 0.03
H 4.9819 -2.1428 1.4413 0.01
H 5.2390 -0.6778 2.3930 0.03
H 2.5410 0.4888 1.6032 0.03
H 2.3202 -1.1384 0.9502 -0.01
Ge 1.8588 -3.8508 -0.9048 1.04
C 2.0743 -3.7897 1.0677 -0.35
C 1.0927 -3.2557 1.9082 -0.13
C 1.2568 -3.2599 3.2872 -0.09
C 2.4204 -3.7716 3.8483 -0.10
C 3.4206 -4.2699 3.0247 -0.10
C 3.2469 -4.2770 1.6453 -0.15
C 0.4045 -5.1508 -1.2160 -0.36
C -0.7764 -5.1445 -0.4749 -0.11
C -1.8334 -5.9814 -0.8086 -0.10
C -1.7249 -6.8408 -1.8937 -0.11
C -0.5558 -6.8547 -2.6442 -0.10
C 0.4937 -6.0105 -2.3101 -0.14
H 3.0738 -4.8193 -1.2490 -0.04
H 0.2015 -2.8161 1.4744 0.07
H 0.4793 -2.8563 3.9256 0.09
H 2.5504 -3.7731 4.9238 0.09
H 4.3393 -4.6487 3.4570 0.10
H 4.0220 -4.6794 1.0014 0.08
H -0.8804 -4.4663 0.3645 0.08
H -2.7500 -5.9553 -0.2306 0.09
H -2.5541 -7.4832 -2.1645 0.09
H -0.4742 -7.5104 -3.5033 0.09
H 1.3981 -6.0065 -2.9093 0.09
C -4.7765 1.0085 -2.5313 -0.03
C -4.0858 1.9272 -1.5305 -0.65
C -5.1250 2.7553 -0.7742 -0.03
C -3.1147 2.8619 -2.2533 -0.02
O -3.3952 1.0731 -0.6262 -0.12
Si -2.1956 1.4077 0.4703 0.04
O -0.7766 1.3078 -0.2206 -0.34
O -2.4852 2.9435 1.0165 -0.11
C -2.4746 3.5255 2.3127 -0.64
C -1.2920 3.0342 3.1487 -0.02
C -2.3599 5.0310 2.1040 -0.03
C -3.7834 3.1873 3.0278 -0.02
O -2.4667 0.4098 1.7541 -0.11
C -3.0887 -0.8708 1.8615 -0.63
C -4.6072 -0.6971 1.8464 -0.02
C -2.6321 -1.4420 3.1980 -0.02
C -2.6650 -1.7944 0.7249 -0.02
H -5.3129 1.5893 -3.2848 0.08
H -5.4834 0.3573 -2.0127 0.08
H -4.0336 0.3811 -3.0279 0.08
H -5.7044 3.3659 -1.4700 0.08
H -4.6139 3.4023 -0.0617 0.07
H -5.8016 2.0979 -0.2230 0.09
H -3.6612 3.5394 -2.9116 0.09
H -2.4009 2.2827 -2.8429 0.08
H -2.5524 3.4420 -1.5186 0.08
H -0.3568 3.3168 2.6642 0.07
H -1.3224 1.9462 3.2270 0.08
H -1.3221 3.4755 4.1461 0.09
H -1.4461 5.2539 1.5500 0.08
H -2.3380 5.5509 3.0644 0.08
H -3.2100 5.3942 1.5222 0.08
H -3.8884 2.1026 3.0736 0.07
H -4.6322 3.5986 2.4770 0.08
H -3.7872 3.5946 4.0413 0.08
H -4.9349 -0.1043 2.7042 0.08
H -5.1024 -1.6704 1.8763 0.09
H -4.8926 -0.1766 0.9315 0.07
H -2.8521 -0.7312 3.9974 0.08
H -1.5530 -1.6115 3.1733 0.07
H -3.1370 -2.3861 3.4120 0.09
H -3.0942 -1.4487 -0.2185 0.09
H -2.9994 -2.8160 0.9159 0.09
H -1.5815 -1.7797 0.6159 0.05
C -0.8839 -0.3240 -2.8242 -0.14
S 0.2348 -1.5923 -2.2451 0.34
O 1.5922 -1.1662 -2.6217 -0.41
O -0.1980 -2.8021 -2.8962 -0.32
O 0.1375 -1.6445 -0.7455 -0.50
H -1.1977 -0.6489 -3.8138 0.07
H -0.3647 0.6316 -2.8809 0.05
H -1.7265 -0.2494 -2.1399 0.04
```

Results
Charge: -1
2S+1: 3
Highest occupied orbital energy (spin up / spin down): -4.707 / -5.599 eV
DFT total energy: -142093.07404 eV
⟨S²⟩: 2.006
Energy relative to the best compared isomer or geometry (same formula, charge and spin): 21.4 kJ/mol

No. 4
Below is a molecular structure, C39H59N5O6SSr at a distorted geometry, with properties calculated with wB97M-V/def2-TZVPD.

The geometry in XYZ format:
```
111
Properties=species:S:1:pos:R:3:lowdin_charge:R:1
Sr -17.1897 -9.6786 8.4882 1.49
C -12.4281 -4.9592 7.9058 -0.04
C -12.2616 -5.8353 6.6646 -0.32
C -12.8012 -5.1634 5.4140 -0.11
C -14.2316 -4.7242 5.2141 -0.45
C -14.3502 -4.5743 3.6814 -0.02
C -14.5649 -3.3129 5.7349 -0.01
N -15.2218 -5.8150 5.6127 0.11
C -16.6615 -5.5467 5.4327 -0.12
C -17.4982 -6.6410 6.0685 -0.14
N -17.7697 -7.8403 5.2396 -0.11
C -19.1391 -8.3409 5.3824 -0.09
C -19.1936 -9.8806 5.6541 -0.69
O -19.8165 -10.5980 4.8844 0.02
O -18.4929 -10.2347 6.6381 -0.27
C -17.1395 -8.0207 3.9624 -0.37
C -18.0734 -7.7122 2.8391 -0.07
C -16.4562 -9.4084 3.7194 -0.08
C -15.0007 -9.3298 3.3298 -0.53
C -14.6964 -8.5532 2.0440 -0.04
C -14.4724 -10.7437 3.0937 -0.02
N -14.3362 -8.5430 4.4469 0.01
C -12.8824 -8.3261 4.3805 -0.22
C -12.2549 -8.1869 5.7419 -0.13
N -12.8437 -7.1969 6.6947 -0.11
C -13.0887 -7.7800 7.9816 -0.12
C -14.2541 -8.7509 8.0189 -0.67
O -14.1787 -9.8450 8.6134 -0.04
O -15.2846 -8.3763 7.3371 -0.20
H -11.8970 -4.0575 7.6191 0.08
H -11.8869 -5.3619 8.7935 0.10
H -13.4632 -4.7322 8.1947 0.05
H -11.2038 -5.9418 6.4177 0.14
H -12.5290 -5.8544 4.5975 0.10
H -12.2636 -4.2361 5.2517 0.12
H -13.6643 -3.7748 3.4073 0.10
H -15.3471 -4.1880 3.4184 0.09
H -14.1672 -5.4802 3.1782 0.06
H -13.7022 -2.7033 5.5365 0.09
H -14.7283 -3.2863 6.7929 0.06
H -15.4022 -2.8975 5.2400 0.07
H -15.0622 -5.9346 6.6350 0.13
H -14.9377 -6.7213 5.2261 0.12
H -16.9572 -5.4738 4.3823 0.13
H -16.8175 -4.6215 5.9702 0.11
H -18.4442 -6.1864 6.3238 0.11
H -16.9908 -6.9638 7.0081 0.09
H -19.7532 -8.0154 4.5015 0.12
H -19.5287 -7.8643 6.2745 0.10
H -16.2815 -7.3169 3.9317 0.10
H -18.7840 -8.5613 2.6840 0.09
H -17.5462 -7.6159 1.8268 0.10
H -18.7233 -6.8180 2.9707 0.09
H -17.0053 -9.9210 2.9572 0.12
H -16.4929 -10.0002 4.6543 0.13
H -15.2136 -8.9853 1.1761 0.10
H -13.6506 -8.6898 1.8848 0.07
H -14.8682 -7.4756 2.0599 0.07
H -14.6791 -10.9770 2.0528 0.08
H -15.0524 -11.4743 3.6995 0.10
H -13.4210 -10.8310 3.2863 0.06
H -14.5526 -8.9065 5.3517 0.08
H -12.6454 -7.5015 3.7154 0.09
H -12.3474 -9.1716 3.8926 0.12
H -11.1647 -8.0978 5.6552 0.13
H -12.4805 -9.1568 6.1718 0.12
H -13.1964 -6.9360 8.6880 0.11
H -12.2569 -8.3868 8.3576 0.13
C -21.0057 -7.1550 10.4158 -0.12
C -21.4180 -7.9542 11.4771 -0.09
C -20.6245 -9.0258 11.9055 -0.05
C -19.4752 -9.2820 11.1505 -0.24
C -19.0905 -8.5566 10.0059 -0.19
C -19.8442 -7.4458 9.7679 -0.20
C -18.5074 -10.3080 11.6312 -0.24
C -18.3587 -10.5262 13.0432 -0.01
C -17.5823 -11.5285 13.4639 -0.01
C -16.8769 -12.3696 12.5563 -0.17
C -15.9471 -13.3505 12.9656 -0.04
C -15.1963 -14.0163 12.0464 -0.09
C -15.3944 -13.7487 10.6950 -0.08
C -16.3187 -12.8373 10.2819 -0.01
C -17.0493 -12.0645 11.2247 -0.23
N -17.8406 -11.0542 10.7668 0.08
H -21.5897 -6.2906 10.1128 0.10
H -22.4220 -7.8371 11.8914 0.10
H -20.9511 -9.6504 12.7226 0.10
H -19.6071 -6.7756 8.9149 0.08
H -18.7804 -9.7920 13.7211 0.12
H -17.4529 -11.7054 14.5046 0.11
H -15.8485 -13.5157 14.0693 0.13
H -14.3984 -14.7175 12.3968 0.12
H -14.7902 -14.2783 9.9792 0.11
H -16.5071 -12.7192 9.2279 0.11
O -15.7383 -4.6915 8.2877 -0.57
S -16.5387 -5.1112 9.4944 0.98
C -17.2325 -3.5167 10.2019 -0.28
C -16.2192 -2.9721 11.1996 -0.24
C -14.9366 -3.8094 11.2301 -0.23
C -15.3645 -5.2277 10.9112 -0.32
H -18.2184 -3.8110 10.6132 0.09
H -17.4269 -2.8393 9.3690 0.09
H -16.6365 -2.9845 12.2272 0.12
H -15.9299 -1.9603 10.9559 0.10
H -14.3979 -3.7121 12.1807 0.12
H -14.2698 -3.5001 10.4201 0.10
H -15.9456 -5.6671 11.6971 0.08
H -14.5767 -5.9430 10.6333 0.09
O -16.0333 -8.2904 10.8129 -0.12
H -15.7965 -8.9368 11.5054 0.06
H -17.0312 -8.1854 10.8424 0.02
```

Results
2S+1: 1
Highest occupied orbital energy: -7.324 eV
DFT total energy: -72808.47725 eV